No. 1
{
  "formula": "C17H29F6O5",
  "method": "ωB97M-V/def2-TZVPD",
  "symbols": ["O", "C", "C", "H", "C", "H", "H", "F", "H", "H", "O", "O", "H", "C", "H", "C", "H", "H", "H", "H", "F", "C", "F", "H", "C", "C", "H", "H", "H", "H", "F", "H", "C", "H", "H", "C", "H", "H", "H", "C", "H", "H", "C", "H", "H", "C", "F", "O", "H", "C", "C", "C", "H", "F", "C", "H", "O"],
  "positions_angstrom": [[3.48936, 0.46313, -3.77474], [-0.35093, -0.26918, -0.06329], [1.10245, 4.34829, 4.21951], [-1.20977, -0.20005, 0.61106], [-0.34941, -1.62197, -0.76956], [1.33513, 6.12846, 3.02735], [5.18498, -0.41472, -1.79608], [3.03548, 1.27243, 2.15027], [0.42223, -1.64202, -1.54435], [-2.95257, -4.75610, 0.33418], [4.77361, -1.32584, -4.29211], [1.43515, 3.39070, 3.18320], [-4.08187, -2.59703, 1.52589], [-3.61624, -2.96598, -0.61331], [2.93318, -1.14543, -2.58531], [2.60635, 3.54902, 2.59474], [0.55264, -0.12962, 0.54138], [-6.35926, 0.17940, 1.50381], [0.55303, -2.48549, 0.99091], [-1.91609, -2.49704, 1.43135], [1.71610, 2.30510, 0.77078], [-5.37519, -1.37826, 0.34712], [3.85318, 2.72538, 0.76237], [0.32202, -3.62771, -0.32292], [2.80341, 2.44010, 1.53166], [-4.57976, -2.67108, 0.52490], [4.53806, 1.20111, -1.43440], [-6.32010, -1.40898, 2.28908], [-6.68966, -0.97214, -1.06077], [-0.29381, 5.42074, 2.98581], [3.39423, 0.37814, -6.64028], [-5.34313, -3.45955, 0.65945], [-1.44099, -3.30949, 0.86203], [2.26016, 0.44193, -2.17588], [0.25767, 6.29926, 4.41813], [4.28146, -0.26308, -4.53418], [-4.75859, -0.69110, -0.24887], [-1.30399, -1.76141, -1.28164], [-0.42055, 0.56734, -0.76747], [4.50327, 0.45295, -5.89153], [-4.84709, -0.42758, 2.22009], [0.35228, 3.83521, 4.81553], [3.16286, -0.08875, -2.46497], [-1.13711, -4.06680, 1.60049], [3.99402, -0.20108, -0.50524], [0.56950, 5.62734, 3.61758], [4.80238, 1.74835, -5.72538], [3.43599, 4.37914, 2.82635], [-1.91601, -4.29360, -0.98810], [-5.74632, -0.71464, 1.66634], [-2.49040, -3.87610, -0.14214], [4.29710, 0.13995, -1.49636], [1.99214, 4.52379, 4.82281], [5.50003, -0.11786, -6.56505], [-0.15573, -2.79089, 0.20461], [-3.21273, -2.00101, -0.97035], [-6.59223, -1.64567, -0.38456]],
  "lowdin_charge": [0.038, -0.122, -0.186, 0.070, -0.264, 0.078, 0.078, 0.163, 0.081, 0.078, 0.166, 0.036, 0.083, -0.295, 0.125, -0.405, 0.049, 0.061, 0.093, 0.087, 0.168, -0.468, 0.163, 0.096, -0.545, -0.298, 0.077, 0.074, 0.069, 0.085, 0.164, 0.099, -0.239, 0.122, 0.082, -0.414, 0.121, 0.081, 0.062, -0.543, 0.066, 0.126, -0.171, 0.086, 0.083, -0.060, 0.159, 0.163, 0.074, -0.087, -0.313, -0.055, 0.123, 0.164, -0.244, -0.007, -0.080],
  "energy_ha": -1640.52138,
  "lumo_energy_ha": 0.077,
  "mol_weight_g_mol": 427.40,
  "relative_energy_kj_mol": 0.0,
  "total_charge": -1
}

---

No. 2
{
  "formula": "C17H29LaN2S",
  "method": "ωB97M-V/def2-TZVPD",
  "symbols": ["H", "H", "H", "C", "C", "C", "H", "N", "C", "H", "N", "C", "H", "H", "H", "H", "H", "H", "H", "C", "H", "H", "C", "H", "H", "C", "H", "H", "C", "La", "H", "C", "H", "H", "H", "C", "C", "H", "C", "S", "H", "H", "H", "C", "C", "C", "H", "C", "H", "H"],
  "positions_angstrom": [[1.71466, -1.77100, -3.67051], [1.97884, -0.11718, -3.09536], [1.58484, 1.35437, -2.00268], [1.70094, 1.79888, 4.03720], [0.28311, 4.06357, -2.07433], [0.28006, -2.12117, -0.82376], [-0.90709, -0.49116, -4.45524], [0.62772, 1.92189, 3.17912], [-0.76089, -0.71191, -2.34910], [-3.82050, -1.65480, -1.45274], [0.45777, -0.08421, 3.88833], [1.18886, 1.93616, -1.10483], [-1.13067, -2.67072, 1.56817], [-1.97278, -3.75647, 0.48528], [-3.43405, -0.08991, -2.17871], [-0.94628, 2.25001, -1.71441], [-1.97985, 0.60741, -3.55678], [-0.38275, 3.14308, -0.22882], [2.05817, 2.68843, -0.76188], [-1.73584, -1.11736, -1.37505], [1.14044, 4.52881, -1.58739], [1.68319, 0.63741, 1.37258], [-1.74696, -2.69893, 0.66958], [-2.67810, -2.21733, 0.95418], [2.22917, -0.07701, 5.17606], [0.48597, -1.33207, -2.00627], [2.35173, -2.50897, -0.35008], [1.28959, -2.53814, 1.06422], [1.77449, -1.15368, -2.75699], [0.09599, 0.56449, 0.00282], [0.53126, -1.86446, 4.98171], [-0.06855, 2.83607, -1.28103], [0.34012, 2.82793, 2.73002], [1.26125, -3.88217, -0.07785], [-3.45976, -0.26330, -0.44643], [-3.17062, -0.77454, -1.37057], [1.34158, -2.78656, -0.01273], [0.57700, 3.71230, -3.04965], [-0.00472, -1.44631, 4.13042], [-1.52465, 0.64493, 2.12142], [2.40758, 2.55968, 4.26952], [-0.25176, 0.96079, -3.68604], [0.17015, -2.06382, 3.24661], [-0.09761, 0.80182, 3.03196], [-1.09949, -2.01597, -0.46253], [-0.98589, 0.14082, -3.55456], [-1.07378, -1.43448, 4.33512], [1.59848, 0.43786, 4.50912], [2.64224, -1.49564, -2.16689], [-0.56255, 4.72254, -2.10025]],
  "lowdin_charge": [0.115, 0.075, 0.082, 0.009, -0.055, -0.241, 0.128, -0.001, -0.241, 0.117, -0.114, -0.369, 0.063, 0.123, 0.085, 0.106, 0.091, 0.113, 0.161, -0.271, 0.098, -0.080, -0.011, 0.087, 0.120, -0.282, 0.091, 0.085, -0.018, 1.598, 0.111, -0.389, 0.186, 0.123, 0.089, -0.011, 0.003, 0.094, 0.009, 0.615, 0.122, 0.095, 0.073, -0.874, -0.254, 0.006, 0.103, 0.045, 0.093, 0.098],
  "energy_ha": -1203.71242,
  "lumo_energy_ha": [-0.336, -0.337],
  "mol_weight_g_mol": 432.41,
  "total_charge": 2
}

---

No. 3
{
  "formula": "C17H29N3O8S3",
  "method": "ωB97M-V/def2-TZVPD",
  "symbols": ["C", "H", "C", "H", "H", "H", "N", "N", "C", "C", "H", "C", "C", "C", "C", "O", "O", "O", "H", "C", "H", "H", "O", "H", "H", "H", "C", "H", "H", "H", "H", "H", "S", "O", "H", "C", "H", "C", "H", "H", "S", "H", "H", "C", "C", "S", "O", "O", "H", "H", "H", "O", "N", "H", "C", "C", "H", "H", "C", "H"],
  "positions_angstrom": [[0.13699, 1.32905, 6.56088], [-2.50838, 1.04572, 0.33544], [3.32397, -1.32073, -6.95624], [-6.42635, 1.36957, 1.30362], [3.24112, -3.20582, 1.61066], [-0.04212, -0.83328, 6.35191], [-0.98455, -1.20982, -0.23788], [2.23326, -2.45342, -2.13290], [-4.43097, 1.35621, -0.66756], [2.33457, -2.10874, -1.04568], [4.16972, -0.69429, -6.66570], [2.24806, -0.45851, -7.62684], [2.44266, -1.65986, 0.37054], [0.69378, -0.04437, 6.19804], [2.69495, -1.94552, -5.70270], [4.66313, 0.02747, -0.96022], [-4.73494, -0.27710, 2.52271], [1.28808, 1.50500, -6.10033], [0.94708, 2.06085, 6.58806], [-5.54321, 1.99848, 1.41337], [2.64548, 0.42590, -8.11826], [3.69821, -2.07908, -7.64263], [2.32958, 0.54607, 4.20418], [-5.71397, 2.75604, 2.17453], [-5.21396, 0.67625, -1.00797], [-0.88465, 1.04905, 3.34914], [2.25167, -2.86122, 1.30615], [-5.88195, 2.98702, -0.49224], [3.43902, -2.40213, -5.05289], [0.39260, 2.23425, 3.74056], [2.66822, -0.12333, -4.51342], [-1.17132, 2.72894, 5.50406], [-4.20548, 0.93585, 1.95595], [3.76084, -1.17336, 0.60635], [-3.46190, -0.43898, 0.16342], [0.05639, -0.91319, 0.13444], [-0.33466, 1.31482, 7.54211], [-0.18428, 1.38832, 4.11032], [1.63907, -1.02823, -8.32599], [1.73037, -3.67451, 0.80182], [1.15128, 0.08423, -6.30292], [1.65236, 0.39754, 0.20822], [1.70840, -2.55746, 2.20211], [1.38398, -0.56735, 0.64284], [-0.86322, 1.68654, 5.45154], [0.99051, 0.06399, 4.43853], [-3.26379, 1.72963, 2.71579], [0.55757, -1.14927, 3.78053], [1.97903, -2.71930, -5.98715], [-3.87358, 1.67800, -1.54555], [1.22673, -1.14623, -4.27097], [-0.15290, -0.48954, -6.52188], [4.02035, 0.15185, -0.01565], [-1.76060, 1.07420, 5.55068], [1.97016, -0.81212, -4.98934], [-5.06305, 2.54405, 0.07265], [1.62954, -0.30082, 6.68915], [1.22882, -0.45102, 1.71750], [-3.51460, 0.63353, 0.32523], [-4.31309, 3.32022, 0.23987]],
  "lowdin_charge": [-0.217, 0.087, -0.216, 0.108, 0.101, 0.110, 0.193, 0.218, -0.206, -0.136, 0.115, -0.222, -0.503, -0.227, -0.227, 0.134, -0.320, -0.332, 0.119, -0.231, 0.099, 0.112, -0.319, 0.105, 0.118, 0.081, 0.028, 0.114, 0.108, 0.109, 0.104, 0.118, 0.664, -0.086, 0.083, -0.188, 0.116, -0.215, 0.102, 0.100, 0.657, 0.125, 0.072, -0.094, -0.206, 0.663, -0.338, -0.337, 0.121, 0.117, 0.085, -0.323, 0.035, 0.120, -0.255, -0.221, 0.109, 0.088, -0.241, 0.118],
  "smiles": "C[C@@](C#N)(CC#N)ON=O.O=S1(=O)CCCC1.O=S1(=O)CCCC1.O=S1(=O)CCCC1",
  "energy_ha": -2625.76403,
  "lumo_energy_ha": -0.031,
  "mol_weight_g_mol": 499.63
}

---

No. 4
{
  "formula": "C17H29OSi",
  "method": "ωB97M-V/def2-TZVPD",
  "symbols": ["H", "C", "C", "H", "Si", "C", "H", "C", "C", "H", "C", "H", "C", "H", "C", "C", "O", "H", "H", "H", "C", "H", "H", "H", "H", "H", "H", "H", "C", "H", "C", "H", "H", "C", "H", "C", "C", "H", "H", "H", "H", "H", "C", "H", "C", "H", "H", "H"],
  "positions_angstrom": [[-1.82649, 0.01261, -3.82966], [2.84988, -3.05074, 0.26586], [2.31053, -1.99457, -1.84442], [-3.92180, -0.42231, -1.49492], [-3.17667, 1.70208, -2.60603], [2.02808, -0.79378, -1.18030], [3.18484, -3.91644, 0.84099], [0.41720, 1.42762, 2.97590], [1.72110, 0.53169, 1.03413], [1.73427, 0.08687, -1.76040], [2.56603, -1.85613, 0.93343], [-2.75243, -1.62622, 0.16918], [-1.60597, 0.76354, -3.05438], [-1.20079, 0.24538, -2.16919], [-0.63150, -0.33963, 1.57901], [2.70710, -3.12328, -1.12468], [-1.66273, 0.21229, 1.92564], [2.21646, -2.02645, -2.93250], [3.42120, 0.31119, 2.40486], [1.94311, 1.89040, -0.66646], [1.20244, 1.64486, 0.10501], [-0.84331, 1.44954, -3.45912], [-5.28838, 0.47607, -2.22620], [1.31435, 1.89262, 3.39921], [2.68606, -1.79202, 2.02117], [-0.15950, 2.18152, 2.42590], [-1.93604, -3.21132, 0.08513], [-0.21065, 1.08831, 3.80802], [-2.02131, -2.27862, 0.65323], [-3.48914, 3.26609, -0.70523], [3.05402, 1.02251, 1.65364], [0.26341, 1.35702, -0.38910], [-0.31412, -1.30708, -0.27398], [2.09608, -0.74493, 0.21847], [2.92924, 2.00035, 2.13085], [-2.77887, 3.19847, -1.54256], [0.75298, 0.22384, 2.08059], [3.82660, 1.12132, 0.87904], [-1.75573, 3.14144, -1.14510], [2.90192, -4.06492, -1.64127], [1.01695, 2.55514, 0.68545], [0.09487, -2.28967, 1.11700], [-0.66168, -1.59638, 0.72780], [-2.87123, 4.11039, -2.15170], [-4.35165, 0.58009, -1.65130], [-4.58564, 1.03135, -0.67241], [-2.35162, -2.51961, 1.66751], [1.15852, -0.57052, 2.73388]],
  "lowdin_charge": [0.048, -0.062, -0.077, 0.043, 1.018, -0.058, 0.112, -0.046, -0.491, 0.097, -0.053, 0.048, -0.170, 0.048, -0.319, -0.080, 0.073, 0.104, 0.094, 0.092, -0.037, 0.051, 0.045, 0.082, 0.120, 0.080, 0.081, 0.093, -0.079, 0.054, -0.021, 0.068, 0.103, -0.197, 0.082, -0.159, -0.272, 0.102, 0.054, 0.107, 0.087, 0.119, -0.169, 0.044, -0.160, 0.061, 0.088, 0.152],
  "energy_ha": -1029.59718,
  "lumo_energy_ha": -0.253,
  "mol_weight_g_mol": 277.50,
  "relative_energy_kj_mol": 316.9,
  "total_charge": 1
}

---

> Number 1 is which compound?

C17H29F6O5